25
Properties=species:S:1:pos:R:3:mulliken_spin:R:1 method="wB97M-V/def2-TZVPD" e_homo_ev="-20.70 / -20.70" de_lowest_kcal_mol=10.8 s_squared=0.751 charge=+3 mol_weight_da=388.20 homo_lumo_gap_ev="8.046 / 6.693" spin_multiplicity=2
Yb 0.119 0.269 -0.735 1.0074
C 0.107 1.522 1.596 -0.0021
O -0.036 2.465 2.250 0.0001
C -0.005 2.852 -0.849 -0.0001
O -0.088 3.917 -0.405 0.0000
C -2.067 1.454 -0.060 -0.0006
O -2.702 2.016 0.724 0.0001
C 2.243 1.615 -0.160 -0.0010
O 2.900 2.014 0.707 0.0003
C -0.056 -0.165 -3.956 0.0004
H 0.888 -0.742 -3.884 -0.0002
H -0.999 -0.736 -3.854 -0.0002
C -0.061 1.132 -4.327 -0.0009
H -1.002 1.678 -4.528 0.0000
H 0.873 1.678 -4.558 0.0000
N -0.799 -2.447 2.926 0.0001
C 0.592 -2.253 2.412 -0.0002
C 0.455 -1.512 1.098 -0.0016
O 1.475 -1.038 0.485 -0.0012
O -0.752 -1.316 0.674 -0.0005
H -0.987 -1.832 3.741 0.0000
H -0.936 -3.409 3.248 0.0000
H -1.437 -2.213 2.129 0.0000
H 1.205 -1.730 3.145 0.0000
H 1.069 -3.217 2.183 0.0000